# 1
C47H34ClN5O2Ru | ωB97M-V/def2-TZVPD

Geometry as XYZ:
```
90
Properties=species:S:1:pos:R:3:mulliken_spin:R:1
Ru -0.57 0.50 -0.51 0.9415
Cl -2.22 -0.27 -3.41 0.0042
O -2.00 4.39 -1.08 0.0015
O -0.79 2.52 -1.26 -0.0028
N 1.44 0.23 -0.91 0.0238
N -0.63 -1.53 -0.24 -0.0190
N -1.56 0.19 1.72 0.0047
N -2.73 0.96 -0.64 -0.0111
N 0.55 2.00 1.00 0.0662
C 0.85 3.84 2.34 -0.0193
C 1.43 2.84 0.43 -0.0611
C 3.24 5.11 -3.31 -0.0008
C -4.85 -2.74 -0.02 -0.0075
C -2.72 0.58 3.67 0.0231
C -1.63 0.99 2.81 0.0139
C 2.15 1.31 -1.36 -0.0497
C -2.76 -1.79 0.94 -0.0378
C -2.19 3.64 4.47 -0.0053
C -1.80 -2.20 0.02 0.0209
C -1.04 2.88 4.30 -0.0074
C 0.25 -2.45 -0.75 -0.0400
C -1.43 4.35 6.64 -0.0009
C 2.91 3.64 -1.42 0.0157
C 2.25 -4.43 -0.11 0.0179
C -3.98 -2.64 1.06 -0.0112
C 3.88 -3.31 -1.43 0.0159
C 4.06 4.17 -0.83 0.0034
C 1.60 -2.21 -1.06 0.0837
C -5.98 -3.54 0.05 0.0024
C -0.09 2.86 5.31 -0.0032
C -0.63 0.02 -2.55 -0.0524
C -0.45 -3.69 -0.95 0.0316
C 4.38 5.63 -2.72 0.0009
C -5.40 -4.17 2.29 0.0024
C 4.76 -4.36 -1.23 -0.0112
C -0.81 2.10 3.04 -0.0217
C -0.28 3.59 6.48 0.0007
C 2.11 2.57 -0.78 0.0242
C 1.62 4.02 1.24 0.0220
C 3.08 -0.49 -2.30 -0.0136
C -6.26 -4.25 1.20 -0.0034
C -2.90 2.36 -0.22 0.0053
C 2.03 -0.88 -1.40 0.0030
C -2.55 -0.72 1.85 0.0488
C 3.14 0.87 -2.30 -0.0032
C -1.82 3.19 -0.91 0.0009
C 4.39 -5.47 -0.49 0.0174
C -4.26 -3.37 2.22 -0.0081
C 3.13 -5.49 0.09 -0.0097
C -3.32 -0.47 3.05 -0.0008
C 0.18 2.58 2.17 0.0249
C 2.57 -3.33 -0.92 -0.0102
C 4.79 5.16 -1.47 -0.0013
C -2.39 4.37 5.63 0.0010
C 2.51 4.12 -2.67 0.0060
C -1.72 -3.53 -0.52 -0.0211
H -4.18 -1.02 3.38 -0.0019
H 4.23 -2.45 -1.97 0.0031
H -2.75 2.42 0.86 -0.0010
H 3.66 -1.15 -2.93 0.0006
H -2.92 3.67 3.67 -0.0001
H -3.33 0.33 -0.13 -0.0024
H -5.60 -4.73 3.19 0.0001
H -3.88 2.77 -0.47 0.0006
H 3.81 1.50 -2.85 0.0013
H 0.47 3.56 7.26 0.0000
H 1.31 -4.45 0.42 0.0012
H -2.51 -4.26 -0.52 -0.0022
H 5.75 -4.30 -1.66 -0.0005
H 0.73 4.52 3.17 -0.0008
H -6.65 -3.60 -0.80 0.0000
H 2.92 5.48 -4.27 0.0000
H 4.95 6.40 -3.22 0.0001
H 5.68 5.55 -1.01 0.0000
H -1.59 4.92 7.55 -0.0001
H 4.38 3.79 0.13 0.0001
H -0.07 -0.89 -2.75 -0.0005
H -0.02 -4.57 -1.40 0.0013
H 0.81 2.27 5.18 -0.0004
H 5.08 -6.29 -0.34 0.0015
H 2.84 -6.31 0.72 -0.0003
H -7.15 -4.87 1.26 -0.0004
H -2.97 0.88 -1.63 -0.0011
H 1.61 3.72 -3.11 0.0005
H 2.23 4.87 0.98 0.0018
H -3.28 4.97 5.75 0.0001
H -4.62 -2.19 -0.93 -0.0002
H -2.99 1.03 4.61 -0.0014
H -0.17 0.85 -3.07 0.0077
H -3.58 -3.33 3.05 -0.0004
```

**Gap between HOMO and LUMO (alpha / beta)**: 5.0 / 4.9 eV
**Net charge**: -1
**E_LUMO (alpha / beta)**: 1.28 / 1.32 eV
**Spin multiplicity**: 2

# 2
C30H27BrF4N5O4P2Ti | ωB97M-V/def2-TZVPD

Geometry as XYZ:
```
74
Properties=species:S:1:pos:R:3:mulliken_spin:R:1
Br 1.47 -2.39 3.85 0.0042
Ti -0.06 -0.12 -0.67 1.7676
P 0.84 1.63 1.09 -0.0269
P -0.74 -1.36 1.60 0.0107
F 0.22 -4.26 5.78 0.0001
F -2.27 -5.19 5.94 0.0000
F -4.12 -4.47 4.11 0.0005
F -3.51 -2.85 2.14 0.0011
O -0.39 1.63 -1.46 -0.0129
O -2.71 1.98 -5.44 -0.0002
O -2.74 0.03 -6.54 -0.0001
O -1.74 2.62 -2.96 0.0043
N 2.63 3.72 1.28 -0.0004
N 0.36 4.13 2.13 0.0042
N -0.56 -0.76 -2.70 -0.0023
N 1.90 2.68 3.39 -0.0004
N -1.35 -1.30 -4.65 0.0059
C -1.13 1.65 -2.56 -0.0231
C -3.59 0.28 -0.86 0.0146
C -2.88 -4.01 4.02 0.0014
C -1.65 0.03 -4.50 0.0120
C 1.47 -1.82 -0.22 -0.0551
C 2.38 -2.59 -0.94 0.0445
C 0.81 3.66 3.45 -0.0009
C -4.03 -0.78 -1.63 -0.0022
C -2.09 -1.20 0.34 0.1035
C 1.51 4.66 1.40 -0.0004
C -2.62 0.07 0.13 -0.0850
C -0.31 -3.03 3.82 0.0022
C -1.94 -4.38 4.95 0.0001
C 2.28 2.58 0.43 0.0044
C -3.51 -2.06 -1.42 0.0044
C -2.55 -2.26 -0.45 0.0211
C -2.52 -3.16 2.99 0.0057
C 2.27 -3.96 -0.94 -0.0077
C 1.45 1.41 2.81 0.0149
C -0.30 3.05 1.39 -0.0045
C -0.70 -1.75 -3.57 0.0087
C -0.23 -3.15 -3.38 -0.0003
C -1.23 -2.66 2.84 0.0574
C 0.34 -3.79 0.50 0.0484
C 1.24 -4.56 -0.22 0.0186
C -0.66 -3.89 4.84 0.0012
C 3.01 3.26 2.62 0.0002
C -1.16 0.35 -3.28 0.0357
C 0.45 -2.40 0.55 0.0146
C -2.43 0.69 -5.58 0.0012
H 3.18 -2.11 -1.49 0.0012
H 1.74 -0.76 -0.09 -0.0039
H -0.77 -3.84 -4.02 0.0006
H 2.04 2.92 -0.58 0.0016
H -0.38 -3.44 -2.34 0.0050
H 1.19 4.95 0.40 -0.0001
H -0.03 3.23 3.98 -0.0001
H 2.26 0.68 2.82 -0.0020
H -2.15 -3.26 -0.29 -0.0020
H -4.00 1.27 -1.01 0.0000
H 2.98 -4.57 -1.49 0.0004
H -1.60 -1.82 -5.49 -0.0008
H -0.43 -4.29 1.08 0.0051
H -4.78 -0.62 -2.39 0.0002
H 3.13 1.91 0.36 0.0043
H 1.87 5.54 1.92 0.0001
H 3.38 4.12 3.18 0.0000
H 0.83 -3.23 -3.60 0.0008
H -3.87 -2.90 -2.00 -0.0001
H 0.65 0.98 3.42 0.0014
H 3.81 2.53 2.54 0.0000
H 1.17 4.52 4.00 0.0001
H -2.33 0.90 0.76 -0.0070
H -1.16 2.69 1.97 0.0027
H 1.15 -5.64 -0.20 0.0009
H -0.68 3.41 0.43 0.0014
H -2.33 2.32 -4.59 -0.0003
```

**Gap between HOMO and LUMO (alpha / beta)**: 7.0 / 7.5 eV
**Net charge**: +1
**E_LUMO (alpha / beta)**: -3.30 / -3.46 eV
**Spin multiplicity**: 3

# 3
I2O2 | ωB97M-V/def2-TZVPD

Geometry as XYZ:
```
4
Properties=species:S:1:pos:R:3:nbo_charge:R:1
I 1.87 1.31 -0.01 0.3830
I -1.87 1.31 0.01 0.3830
O 0.57 -0.16 0.37 -0.3830
O -0.57 -0.16 -0.37 -0.3830
```

**Gap between HOMO and LUMO**: 8.3 eV
**Net charge**: 0
**E_LUMO**: -1.35 eV

# 4
C2H3N2S | ωB97M-V/def2-TZVPD

Geometry as XYZ:
```
8
Properties=species:S:1:pos:R:3:nbo_charge:R:1
S 2.49 -0.58 -0.03 1.4121
N 0.92 -0.76 0.00 -0.7097
N 2.56 0.92 -0.07 -0.6820
C 0.29 0.57 0.01 -0.4658
C 1.26 1.60 0.04 0.2778
H 0.45 -1.63 -0.05 0.4665
H -0.60 0.41 0.63 0.3301
H -0.02 0.95 -1.00 0.3709
```

**Gap between HOMO and LUMO**: 7.0 eV
**Net charge**: +1
**SMILES**: C1#[N+]SNC1
**E_LUMO**: -7.73 eV

# 5
C6H14O | ωB97M-V/def2-TZVPD

Geometry as XYZ:
```
21
Properties=species:S:1:pos:R:3:nbo_charge:R:1
O 1.52 -1.32 0.64 -0.7282
C -1.73 -0.58 -1.20 -0.6051
C 2.65 0.68 -0.13 -0.6293
C 1.42 -0.22 -0.26 0.0989
C -2.12 0.31 1.13 -0.5971
C 0.15 0.53 0.12 -0.4049
C -1.11 -0.34 0.18 -0.2293
H -1.06 -1.15 -1.85 0.2059
H -1.69 0.44 2.13 0.2075
H -0.82 -1.31 0.60 0.2179
H 0.32 0.98 1.11 0.2041
H 2.56 1.58 -0.75 0.2139
H 0.00 1.36 -0.58 0.2022
H 3.56 0.15 -0.43 0.2023
H 2.76 0.98 0.92 0.2126
H 2.36 -1.77 0.46 0.4674
H -2.42 1.31 0.76 0.1968
H -1.97 0.37 -1.70 0.1971
H -2.67 -1.14 -1.11 0.2085
H 1.34 -0.59 -1.29 0.1526
H -3.03 -0.29 1.23 0.2061
```

**Gap between HOMO and LUMO**: 11.2 eV
**Net charge**: 0
**SMILES**: CC(C)C[C@@H](C)O
**E_LUMO**: 0.98 eV

# 6
C11H15ClCoHgNO4 | ωB97M-V/def2-TZVPD

Geometry as XYZ:
```
34
Properties=species:S:1:pos:R:3:mulliken_spin:R:1
Hg -1.48 -0.53 -1.50 0.0037
Co 0.78 -0.71 -4.17 2.6808
Cl 2.12 -2.35 -4.45 0.1413
O 0.11 0.79 7.38 0.2124
O 0.44 -0.37 0.32 0.0135
O 1.82 -0.52 6.96 0.2120
O -1.18 1.20 0.63 0.0067
N 0.91 0.25 6.59 0.2384
C -0.26 1.35 4.72 0.1473
C -0.20 0.50 1.00 0.0021
C 1.34 -0.11 2.93 -0.0725
C -0.84 -0.95 -5.27 0.2521
C 1.87 0.85 -4.78 0.2224
C -0.51 1.41 3.36 -0.0675
C 0.79 0.53 5.19 -0.0658
C -0.22 0.50 -2.87 -0.3100
C -2.85 -1.70 -0.41 -0.0097
C 0.24 0.63 2.45 0.1545
C 1.63 -0.16 4.29 0.1460
H -0.63 -0.44 -6.22 -0.0018
H 2.91 0.51 -4.87 0.0090
H 1.96 -0.68 2.24 0.0024
H 2.46 -0.75 4.67 0.0308
H 0.51 1.09 -2.27 0.0146
H -3.87 -1.48 -0.74 0.0011
H 1.79 1.74 -4.12 -0.0084
H -1.77 -0.56 -4.82 -0.0077
H -0.87 1.90 5.43 0.0309
H -2.73 -1.46 0.65 0.0010
H -0.93 -2.04 -5.48 0.0180
H -0.87 1.20 -3.45 -0.0007
H -1.32 2.03 2.98 0.0002
H 1.49 1.11 -5.78 0.0028
H -2.61 -2.75 -0.57 0.0002
```

**Gap between HOMO and LUMO (alpha / beta)**: 2.5 / 6.4 eV
**Net charge**: -2
**E_LUMO (alpha / beta)**: 3.34 / 3.76 eV
**Spin multiplicity**: 5

Question: net charge of number 5 (C6H14O)?
Answer: 0

Question: Look up the net charge of the first one.
Answer: -1

Question: Which value of net charge does entry 5 give?
Answer: 0